[1]
The following is a quantum chemistry calculation of one molecule with the formula C24H28FN3O2, from the Open Molecules 2025 dataset.

LUMO energy: 0.0262 hartree
total charge: 0
SMILES: COc1cccc(C[C@]2(CO)CCCN(Cc3cn[nH]c3-c3ccc(F)cc3)C2)c1

```
58
Properties=species:S:1:pos:R:3:lowdin_charge:R:1
C 2.86 -1.48 -3.91 -0.0931
H 2.24 -2.11 -4.57 0.0923
O 1.95 -0.71 -3.16 -0.1055
C 2.45 0.21 -2.29 -0.2636
C 3.80 0.40 -2.02 -0.0288
C 4.17 1.38 -1.11 -0.0734
C 3.23 2.15 -0.46 -0.0576
C 1.87 1.96 -0.71 -0.2228
C 1.50 1.00 -1.64 0.0276
H 0.46 0.84 -1.88 0.1268
C 0.84 2.77 0.01 -0.0821
H -0.03 2.91 -0.63 0.1265
H 1.25 3.75 0.25 0.1291
C 0.34 2.14 1.33 -0.3994
C -0.14 0.70 1.09 -0.1447
N -0.63 0.11 2.32 -0.1470
C 0.47 -0.06 3.25 -0.1913
C 1.04 1.31 3.63 -0.1623
H 0.28 1.87 4.18 0.1065
C 1.46 2.09 2.38 -0.1321
H 1.75 3.11 2.66 0.1248
H 2.32 1.60 1.93 0.1122
H 1.90 1.17 4.28 0.1123
H 0.10 -0.56 4.14 0.1207
H 1.28 -0.68 2.81 0.1302
C -1.34 -1.14 2.07 -0.1406
C -2.60 -0.87 1.32 -0.1607
C -3.03 -1.33 0.08 -0.1665
N -4.28 -0.81 -0.09 0.0269
N -4.65 -0.03 0.91 0.0385
C -3.66 -0.06 1.78 -0.1152
H -3.72 0.48 2.70 0.1145
H -4.87 -0.92 -0.90 0.1582
C -2.43 -2.20 -0.92 -0.1557
C -3.21 -3.15 -1.58 -0.0242
C -2.67 -3.97 -2.55 -0.0021
C -1.33 -3.82 -2.87 -0.2670
C -0.53 -2.88 -2.23 0.0156
C -1.08 -2.08 -1.26 -0.0048
H -0.47 -1.34 -0.78 0.0924
H 0.51 -2.78 -2.52 0.1066
F -0.79 -4.61 -3.82 0.0585
H -3.26 -4.71 -3.06 0.1191
H -4.25 -3.27 -1.31 0.1146
H -1.59 -1.57 3.04 0.1280
H -0.72 -1.87 1.52 0.1265
H -0.95 0.71 0.36 0.1234
H 0.70 0.11 0.67 0.1306
C -0.84 3.00 1.84 -0.2047
O -1.92 3.05 0.94 -0.0432
H -2.40 2.22 0.99 0.0659
H -1.18 2.62 2.81 0.1167
H -0.50 4.03 1.96 0.1325
H 3.55 2.91 0.24 0.1120
H 5.23 1.53 -0.91 0.1049
H 4.56 -0.18 -2.51 0.1005
H 3.47 -2.13 -3.27 0.0964
H 3.51 -0.85 -4.53 0.0969
```

---

[2]
The following is a quantum chemistry calculation of C9H16CdN2PS as an isolated structure in a non-equilibrium geometry, from the Open Molecules 2025 dataset.

LUMO energy: 0.1048 hartree
total charge: -1

```
30
Properties=species:S:1:pos:R:3:lowdin_charge:R:1
C 0.41 -0.08 -2.53 -0.2907
C -0.80 -0.81 -2.50 -0.2453
C -0.56 -2.07 -1.87 -0.2400
C 0.81 -2.15 -1.54 -0.2911
C 1.41 -0.87 -1.85 -0.3649
Cd 0.49 0.05 0.36 0.7922
P -0.56 2.44 0.63 0.4185
H 0.58 0.89 -2.99 0.0565
H -1.76 -0.46 -2.88 0.0578
H -1.30 -2.84 -1.68 0.0574
H 2.47 -0.65 -1.78 0.0452
H 1.33 -3.00 -1.09 0.0621
H -1.60 2.87 1.52 -0.2250
H -1.04 2.96 -0.62 -0.2011
H 0.43 3.42 0.94 -0.1917
S 0.45 -1.93 1.93 0.3682
C 0.20 -0.98 3.33 -0.9834
N -1.04 -0.75 3.81 -0.0204
C -1.34 -0.08 5.09 -0.2079
C -0.20 0.85 5.48 -0.2106
C 1.14 0.16 5.33 -0.2133
N 1.24 -0.42 3.98 -0.0237
H -1.77 -1.31 3.36 0.1093
H -1.48 -0.84 5.87 0.1105
H -2.28 0.46 4.97 0.1079
H -0.34 1.16 6.51 0.1040
H -0.23 1.75 4.86 0.0977
H 1.24 -0.64 6.08 0.1134
H 1.97 0.86 5.46 0.1086
H 2.15 -0.77 3.67 0.0995
```

---

[3]
The following is a quantum chemistry calculation of one molecule with the formula C3H5BrF2O in a non-equilibrium geometry, from the Open Molecules 2025 dataset.

LUMO energy: 0.0275 hartree
total charge: 0
SMILES: CCOC(F)(F)Br

```
12
Properties=species:S:1:pos:R:3:lowdin_charge:R:1
C -0.65 -0.05 1.29 -0.0844
C -0.23 1.01 0.27 -0.2282
C 0.68 -0.66 -1.33 -0.9920
O -0.22 0.54 -1.10 -0.1348
F 1.51 -0.90 -0.32 0.0650
F -0.15 -1.73 -1.40 0.0372
Br 1.59 -0.43 -2.95 0.8823
H -1.48 0.41 1.94 0.0988
H -1.12 -0.87 0.79 0.0618
H 0.02 -0.47 2.02 0.0648
H 0.87 1.30 0.59 0.1472
H -0.82 1.84 0.21 0.0822
```

---

Per-record relative energy (zero: lowest compared OMol25 entry of this formula, charge and spin), kJ/mol: 129.50 0.00 53.55